DFT (ωB97M-V/def2-TZVPD) results for C14H30ClINbO3Pt as an isolated structure at a distorted geometry.

Summary:
LUMO energy = -7.78 eV
Total charge = +1
Kohn-Sham gap = 3.98 eV

Positions of all 51 atoms, in Å:
H1 -2.428 -1.760 -1.087
H2 1.378 2.010 -2.547
H3 -2.666 3.697 0.777
O1 0.008 0.859 1.898
H4 2.353 -4.013 0.712
H5 2.165 -2.288 1.079
O2 1.033 -3.624 2.203
H6 -1.420 1.261 -1.591
H7 -0.312 3.261 2.353
C1 2.207 -3.285 1.495
H8 -2.439 -2.879 -2.391
C2 -0.196 3.445 0.156
H9 -2.441 5.095 1.744
H10 -1.045 3.477 -0.530
H11 -0.469 -2.776 3.278
C3 1.982 2.016 -1.651
H12 0.861 -0.739 -1.532
H13 -0.952 0.888 1.873
H14 -2.384 -3.263 0.685
C4 -1.782 -2.352 -1.719
Cl1 0.089 5.541 1.892
H15 -1.487 -0.006 -0.371
Pt1 -0.257 6.048 -0.483
C5 -1.316 -3.378 0.580
C6 -0.668 3.896 1.564
Nb1 0.842 1.415 0.188
H16 2.229 2.146 1.139
H17 -2.566 3.539 2.527
C7 0.184 -2.536 2.455
H18 -1.433 -4.392 -1.243
C8 -0.871 -1.534 -2.610
H19 0.005 -3.440 -1.127
C9 -0.854 0.498 -1.085
C10 -1.056 -3.436 -0.915
H20 0.021 -1.685 0.517
C11 -0.062 -0.379 -1.993
H21 -1.399 -1.463 1.527
H22 -0.989 -4.287 1.050
H23 2.293 3.036 -1.472
H24 3.055 -3.342 2.160
H25 -1.391 -1.160 -3.475
H26 -0.136 -2.226 -2.992
O3 3.269 0.057 -2.106
H27 0.272 0.244 -2.803
C12 -2.182 4.055 1.668
H28 1.869 -0.088 0.206
I1 5.066 2.359 -1.811
H29 0.778 -1.677 2.749
H30 0.663 4.108 -0.289
C13 -0.634 -2.170 1.231
C14 3.213 1.226 -1.882

Forces on atoms 1 to 2 (eV/Å):
-0.16 0.33 0.23
-0.30 -0.15 -0.36

DFT (ωB97M-V/def2-TZVPD) results for C14H30ClNO4PRuSe2 as an isolated structure.

Summary:
LUMO energy (alpha / beta) = 4.43 / 4.40 eV
Spin multiplicity = 6
Total charge = -2
Kohn-Sham gap (alpha / beta) = 5.74 / 6.47 eV
ΔE to the lowest compared entry with this formula, charge and spin = 0.0000 eV

Positions of all 54 atoms, in Å:
C1 0.392 -1.974 2.698
C2 -0.306 1.235 -2.929
C3 1.203 -2.384 -2.336
H1 2.031 -2.474 -1.631
H2 -0.530 -0.648 4.138
C4 -0.414 -3.971 -0.656
C5 0.478 -0.939 3.830
O1 0.230 2.761 2.956
C6 1.227 2.614 0.035
H3 -2.601 -2.642 -2.114
H4 1.198 -3.237 -3.018
H5 -0.424 -3.970 2.424
P1 -0.350 -2.289 -1.388
H6 0.946 5.308 0.148
H7 2.399 -1.493 2.014
Ru1 -0.319 -0.389 0.122
H8 -1.361 -2.941 3.520
C7 -0.350 -3.217 3.213
O2 0.152 4.715 -1.616
Se1 -2.006 1.210 1.107
H9 0.436 -4.117 0.013
H10 -0.085 1.286 -5.111
N1 -0.367 -1.422 1.614
H11 1.010 -1.353 4.694
H12 1.766 -3.019 1.380
C8 1.809 -2.375 2.262
C9 0.061 4.766 -0.210
C10 -1.672 -2.389 -2.626
H13 1.333 -1.459 -2.892
O3 -0.306 0.421 -1.922
H14 -2.135 3.553 0.260
H15 -0.193 3.870 -1.975
C11 -0.009 3.405 0.524
H16 1.001 -0.048 3.477
H17 -1.811 -1.451 -3.158
H18 2.111 3.237 0.184
H19 -1.349 2.510 -0.921
Se2 1.723 0.864 0.803
Cl1 -2.311 -0.970 -6.073
H20 -0.402 -4.740 -1.433
H21 -0.376 2.034 2.729
C12 -1.365 2.790 0.125
H22 -0.820 5.353 0.093
C13 -0.057 0.650 -4.241
H23 1.122 2.448 -1.031
H24 -1.453 -3.159 -3.369
O4 -0.471 2.468 -2.853
H25 0.801 4.525 2.186
H26 0.172 -3.656 4.070
H27 -0.951 4.291 2.221
C14 0.008 3.789 2.015
H28 -1.329 -4.064 -0.068
H29 2.316 -2.920 3.066
H30 0.197 -0.391 -4.350

Forces on atoms 1 to 2 (eV/Å):
-0.02 0.05 0.09
0.11 -0.22 0.35

DFT (ωB97M-V/def2-TZVPD) results for C14H30GaNO3P2 as an isolated structure at a distorted geometry.

Summary:
LUMO energy = -7.47 eV
Total charge = +2
Kohn-Sham gap = 7.91 eV

Positions of all 51 atoms, in Å:
C1 -3.512 -1.354 0.165
C2 -2.119 0.205 -1.884
H1 -3.689 -1.475 1.241
C3 -0.747 1.690 -3.344
C4 2.622 0.817 -0.844
H2 0.637 2.760 -4.606
H3 2.853 1.636 -0.145
H4 2.133 -2.065 -1.816
H5 -2.043 -0.856 -2.393
N1 0.184 0.780 -1.353
H6 1.119 1.369 4.934
H7 3.512 0.664 -1.477
P1 -2.377 0.013 -0.111
H8 -4.465 -1.134 -0.333
C5 -0.051 1.161 3.123
H9 3.494 -1.489 2.088
H10 -1.133 -2.520 -2.039
C6 1.271 1.234 3.859
H11 1.863 0.325 3.712
H12 -1.011 0.058 4.714
H13 -0.546 -0.984 3.381
C7 1.596 1.928 -2.877
C8 1.426 1.185 -1.708
H14 -3.084 -2.278 -0.242
C9 -3.081 1.457 0.756
C10 3.577 -0.588 1.458
H15 -2.400 2.316 0.693
O1 -0.520 -2.938 -0.668
H16 -0.298 -2.161 -0.165
H17 4.597 -0.538 1.034
Ga1 -0.092 -0.145 0.491
H18 -4.053 1.737 0.326
O2 0.196 1.196 1.713
H19 2.745 -2.970 -0.404
H20 3.400 0.296 2.093
H21 0.139 -3.565 -1.051
H22 -1.950 0.077 3.221
H23 -2.151 -2.360 -3.567
C11 -0.866 0.909 -2.195
C12 0.502 2.181 -3.685
H24 1.860 2.071 3.483
H25 -2.991 0.557 -2.414
H26 -0.585 2.104 3.310
C13 2.805 -2.020 -0.950
O3 -1.736 -2.125 -2.750
P2 2.297 -0.675 0.158
H27 -3.230 1.252 1.828
H28 -1.612 1.850 -3.966
H29 2.609 2.271 -3.114
H30 3.836 -1.870 -1.301
C14 -0.933 0.016 3.620

Forces on atoms 1 to 2 (eV/Å):
-0.04 -0.25 0.07
-0.43 0.51 0.68

no.,electronic energy (eV)
1,-46548.7612
2,-179770.9668
3,-93577.0576